A cluster of 2 separate species, C10H16S in total, computed with ωB97M-V with the def2-TZVPD basis set.

Last columns: bonded neighbours and bond lengths (Å).
Atoms and positions in Å:
1 C 0.16 1.55 -3.04  C3 1.508, H10 1.095, H11 1.092, H15 1.080
2 C -0.45 1.52 -0.61  C3 1.401, C4 1.386, H8 1.080
3 C 0.52 1.78 -1.59  C1 1.508, C2 1.401, C6 1.389
4 C -0.17 1.79 0.72  C2 1.386, C5 1.382, H9 1.086
5 C 1.06 2.27 1.12  C4 1.382, C7 1.396, H12 1.082
6 C 1.76 2.25 -1.18  C3 1.389, C7 1.385, H13 1.087
7 C 2.04 2.49 0.15  C5 1.396, C6 1.385, H14 1.083
8 H -1.42 1.18 -0.93  C2 1.080
9 H -0.90 1.59 1.49  C4 1.086
10 H 0.47 0.55 -3.37  C1 1.095
11 H 0.67 2.28 -3.65  C1 1.092
12 H 1.33 2.54 2.14  C5 1.082
13 H 2.55 2.29 -1.93  C6 1.087
14 H 3.05 2.75 0.45  C7 1.083
15 H -0.91 1.60 -3.22  C1 1.080
16 C 0.00 -2.25 1.60  C17 1.515, S19 1.816, H20 1.082, H21 1.094
17 C 1.23 -2.10 0.74  C16 1.515, H22 1.092, H23 1.095, H27 1.090
18 C -2.62 -1.68 0.58  S19 1.825, H24 1.087, H25 1.087, H26 1.088
19 S -1.39 -3.02 0.73  C16 1.816, C18 1.825
20 H 0.16 -2.87 2.48  C16 1.082
21 H -0.32 -1.27 1.97  C16 1.094
22 H 1.02 -1.45 -0.11  C17 1.092
23 H 1.48 -3.07 0.29  C17 1.095
24 H -2.09 -0.74 0.48  C18 1.087
25 H -3.21 -1.90 -0.31  C18 1.087
26 H -3.30 -1.74 1.43  C18 1.088
27 H 2.12 -1.76 1.28  C17 1.090

Computed properties:
Energy above the lowest of the compared OMol25 structures with the same formula, charge and spin, kJ/mol: 24.4
LUMO level, eV: 0.91
Kohn-Sham gap, eV: 9.26
E_HOMO, hartree: -0.307
Electronic energy, eV: -21464.597